Record 1
23
Properties=species:S:1:pos:R:3:lowdin_charge:R:1 method="wB97M-V/def2-TZVPD" energy_ha=-1179.429279 charge=+1 s2=0.753 spin_multiplicity=2
Ag -12.9681 -27.5397 -22.5216 0.957
I -11.2273 -24.2405 -25.3925 0.034
C -15.6456 -32.4770 -18.1845 0.061
N -14.7116 -31.2764 -18.3893 -0.419
O -14.2742 -30.6748 -17.4024 0.052
O -14.4409 -30.9798 -19.5483 0.018
H -15.2868 -33.0016 -17.2990 0.099
H -15.6096 -33.0927 -19.0833 0.091
H -16.6809 -32.1369 -18.1639 0.099
C -15.3412 -31.9639 -26.8513 0.051
N -14.1292 -31.7834 -25.9968 -0.432
O -13.4985 -32.7510 -25.5742 0.078
O -13.9203 -30.5900 -25.6988 -0.006
H -16.0329 -31.8520 -26.0165 0.108
H -15.3373 -32.9040 -27.4030 0.104
H -15.4195 -31.1265 -27.5447 0.099
C -13.0957 -24.8282 -16.5304 0.042
N -13.2748 -24.5899 -17.9684 -0.472
O -13.7763 -23.5641 -18.3826 0.081
O -12.8180 -25.4820 -18.6366 0.034
H -14.1284 -24.7341 -16.1949 0.105
H -12.4379 -24.0501 -16.1431 0.112
H -12.8041 -25.8501 -16.2881 0.103

Record 2
47
Properties=species:S:1:pos:R:3:lowdin_charge:R:1 method="wB97M-V/def2-TZVPD" energy_ha=-1808.727540 s2=6.010 spin_multiplicity=5
Ti -0.8669 0.6435 0.0832 0.663
O 0.2904 2.8335 0.1997 -0.358
C 0.0464 3.2669 1.4959 -0.377
C -1.0430 2.5155 2.3976 -0.264
O -1.0207 1.1170 2.7186 -0.078
H -0.3165 4.2942 1.4627 0.097
H 0.9785 3.2582 2.0609 0.086
H -2.0212 2.7201 1.9624 0.101
H -1.0599 2.9515 3.3964 0.098
N -2.1843 2.3365 -1.8131 -0.004
C -1.8162 1.2282 -2.5351 -0.148
C -2.5630 0.1601 -2.0571 -0.148
C -3.4566 0.6554 -1.1094 -0.126
C -3.2031 2.0168 -0.9679 -0.137
H -1.7354 3.2397 -1.7596 0.154
H -1.1195 1.3138 -3.3559 0.114
H -2.5856 -0.8859 -2.3252 0.103
H -4.1740 0.0277 -0.6019 0.107
H -3.5347 2.7453 -0.2429 0.115
N 2.2443 0.6584 1.7163 0.042
C 3.3321 0.8196 2.5539 -0.130
C 3.7149 -0.4100 3.1166 -0.136
C 2.7202 -1.2968 2.8265 -0.132
C 1.8853 -0.7163 1.8323 -0.107
H 1.8638 1.4046 1.1519 0.094
H 3.7779 1.8010 2.4872 0.102
H 4.5324 -0.5000 3.8166 0.090
H 2.7074 -2.3213 3.1680 0.088
H 0.9931 -1.0758 1.3413 0.057
C 2.7783 -0.6657 -2.6910 -0.066
C 1.3062 -0.8267 -2.3519 -0.331
O 0.9848 0.1439 -1.4347 -0.137
H 3.0083 0.2884 -3.1653 0.081
H 3.1389 -1.4846 -3.3134 0.075
H 3.3164 -0.7576 -1.7475 0.081
H 1.0357 -1.8316 -2.0275 0.105
H 0.7357 -0.6370 -3.2611 0.110
H 0.9859 0.9929 -1.8827 0.090
C -1.9924 -4.1173 -0.1568 -0.069
C -1.0769 -2.9336 -0.5017 -0.272
O -1.5358 -1.8241 0.2999 -0.161
H -1.9011 -4.4146 0.8879 0.077
H -1.5573 -4.9504 -0.7088 0.072
H -3.0457 -4.0322 -0.4240 0.079
H -1.0477 -2.6357 -1.5498 0.100
H -0.0349 -3.1047 -0.2315 0.108
H -1.4846 -2.0112 1.2401 0.090

Record 3
96
Properties=species:S:1:pos:R:3:lowdin_charge:R:1 method="wB97M-V/def2-TZVPD" energy_ha=-9321.481845
Zn -1.1593 -0.6033 0.1348 0.573
S -0.4644 1.3157 4.3417 0.997
C 0.3654 -0.1948 4.3055 -0.432
C 0.1742 -0.9381 3.1766 -0.213
C -0.7757 -0.3299 2.2671 -0.238
C -1.2059 0.8706 2.8077 -0.553
C -2.0656 1.7703 2.0336 -0.332
C -2.4425 3.0081 2.5376 -0.021
C -3.3333 3.7706 1.8193 -0.041
C -3.8365 3.2858 0.6153 -0.062
C -3.3290 2.1076 0.1475 -0.128
N -2.4763 1.3407 0.8726 0.089
H 1.0684 -0.4415 5.1133 0.070
H 0.8047 -1.7003 2.8653 0.040
H -2.0523 3.3835 3.4195 0.074
H -3.7209 4.6989 2.1764 0.104
H -4.5559 3.8287 0.0792 0.091
H -3.6591 1.8653 -0.8768 0.110
Br 0.3743 -5.5350 2.8824 0.547
C 1.1349 -5.3805 1.1068 -1.023
Br 0.9648 -3.5710 0.4258 0.741
H 0.4794 -5.9915 0.4673 -0.004
H 2.2162 -5.7533 1.1681 0.041
C -3.4325 -1.3271 3.6008 -0.003
N -3.0791 -2.1042 2.3356 -0.166
C -2.9850 -3.4945 2.6943 -0.040
C -4.0221 -1.9334 1.0774 -0.070
C -3.4510 -2.7208 -0.0461 -0.304
C -4.1288 -3.8044 -0.6601 -0.055
C -3.5156 -4.4192 -1.7248 -0.095
C -2.2299 -4.0337 -2.1533 -0.075
C -1.6600 -2.9423 -1.5361 -0.207
C -2.2213 -2.2399 -0.4937 -0.196
H -2.6134 -1.2625 4.3444 0.104
H -4.3561 -1.6250 4.0670 0.092
H -3.5449 -0.2434 3.4341 0.090
H -2.1934 -1.7050 2.0216 0.054
H -4.0005 -3.8454 2.6986 0.101
H -2.4412 -3.6102 3.6368 0.102
H -2.3910 -4.0437 1.9468 0.093
H -4.0448 -0.7930 0.8331 0.141
H -5.0224 -2.3083 1.4242 0.134
H -5.0837 -4.1542 -0.3193 0.099
H -4.0878 -5.2135 -2.1579 0.090
H -1.7033 -4.5883 -2.9102 0.097
H -0.7163 -2.5514 -1.9900 0.076
N 0.3861 0.0198 -1.0019 -0.224
P 1.4070 1.0563 -1.3906 0.553
N 2.1086 1.8826 -0.0641 -0.213
C 2.1391 1.1925 1.1996 -0.237
C 3.4997 1.3704 1.8802 -0.197
C 3.6609 2.8022 2.3122 -0.193
C 2.9175 3.7459 1.3501 -0.182
C 2.7497 3.2403 -0.1034 -0.151
N 2.7380 0.4752 -2.2735 -0.220
C 2.5606 -0.6680 -3.1077 -0.243
C 2.6620 -1.9331 -2.3251 -0.210
C 3.5355 -1.9118 -1.0340 -0.224
C 4.6028 -0.8376 -1.0521 -0.146
C 4.0634 0.5538 -1.7394 -0.186
N 0.8892 2.4738 -2.2021 -0.235
C 1.1471 2.8154 -3.5858 -0.222
C 0.1856 2.1281 -4.5551 -0.179
C -0.9534 1.4575 -3.7725 -0.227
C -1.5066 2.4447 -2.7971 -0.189
C -0.4348 2.9499 -1.7961 -0.200
H 1.9568 0.1583 1.0193 0.069
H 1.3070 1.4607 1.8510 0.095
H 4.2687 1.0159 1.2018 0.079
H 3.6240 0.7825 2.8299 0.121
H 4.6940 3.0585 2.5798 0.106
H 3.0358 2.7464 3.2952 0.130
H 3.3267 4.6957 1.2885 0.078
H 1.9483 3.9303 1.7364 0.092
H 3.8248 3.0967 -0.4393 0.120
H 2.0547 3.8804 -0.6266 0.098
H 3.3836 -0.6588 -3.8121 0.110
H 1.5891 -0.5771 -3.6845 0.126
H 2.9814 -2.7972 -2.9101 0.107
H 1.6563 -2.1683 -2.0315 0.028
H 3.9821 -2.8743 -0.9515 0.084
H 2.8806 -1.6332 -0.1679 0.055
H 5.5266 -1.0146 -1.5992 0.091
H 4.8869 -0.5225 -0.0193 0.087
H 4.7815 0.7842 -2.5529 0.111
H 4.0958 1.3096 -0.9512 0.058
H 2.1928 2.5530 -3.8725 0.117
H 1.1664 3.8781 -3.7219 0.099
H 0.7114 1.3186 -5.0375 0.088
H -0.1241 2.8284 -5.3136 0.100
H -0.6462 0.5094 -3.2324 0.091
H -1.6921 1.0785 -4.5151 0.115
H -2.3886 2.1447 -2.2397 0.059
H -1.8721 3.2826 -3.4416 0.120
H -0.7212 2.6142 -0.7750 0.096
H -0.3707 4.0183 -1.8581 0.100